The following is a quantum chemistry calculation of a molecular structure, C49H42N2NiO2P2SSi in a non-equilibrium geometry, from OMol25.

Calculated values
HOMO (alpha / beta): -7.3 / -7.3 eV
ΔE to the lowest compared entry with this formula, charge and spin: 6.4 kcal/mol

Structure (XYZ):
```
100
C49H42N2NiO2P2SSi, DFT ωB97M-V/def2-TZVPD
Ni -0.0459 -0.3345 -0.3457
C -1.5262 0.9184 2.7120
Si -0.1477 0.0214 1.8524
C -0.1492 -1.6893 2.6535
C 0.0160 -1.8909 4.0331
C -0.1064 -3.1514 4.5922
C -0.4242 -4.2445 3.7855
C -0.5979 -4.0657 2.4248
C -0.4518 -2.7951 1.8614
P -0.6715 -2.4518 0.0797
C -2.4504 -2.8143 -0.1822
C -3.3344 -1.7367 -0.1487
C -4.6983 -1.9336 -0.3244
C -5.1920 -3.2114 -0.5520
C -4.3186 -4.2910 -0.5935
C -2.9557 -4.0924 -0.4088
C 0.1809 -3.8260 -0.7608
C -0.1746 -4.1706 -2.0628
C 0.5506 -5.1190 -2.7673
C 1.6533 -5.7272 -2.1847
C 2.0225 -5.3880 -0.8902
C 1.2877 -4.4451 -0.1828
C 1.4213 0.9463 2.3109
C 1.5545 1.7202 3.4754
C 2.7305 2.3964 3.7525
C 3.8074 2.3111 2.8717
C 3.6942 1.5581 1.7161
C 2.4964 0.9010 1.4229
P 2.2362 -0.0654 -0.1156
C 2.6605 1.1282 -1.4476
C 2.4973 2.4962 -1.2381
C 2.6870 3.3992 -2.2770
C 3.0363 2.9456 -3.5402
C 3.1705 1.5833 -3.7657
C 2.9737 0.6801 -2.7303
C 3.6743 -1.1987 0.0004
C 3.5708 -2.1958 0.9699
C 4.6286 -3.0534 1.2308
C 5.8144 -2.9226 0.5183
C 5.9353 -1.9226 -0.4357
C 4.8750 -1.0587 -0.6911
H -1.4043 0.7280 3.7841
H -2.5121 0.5454 2.4159
H -1.4988 1.9996 2.5506
H 0.2571 -1.0493 4.6783
H 0.0410 -3.2891 5.6573
H -0.5373 -5.2290 4.2230
H -0.8446 -4.9149 1.7965
H -2.9433 -0.7349 -0.0066
H -5.3725 -1.0859 -0.3011
H -6.2537 -3.3652 -0.7065
H -4.6980 -5.2902 -0.7702
H -2.2823 -4.9409 -0.4481
H -1.0075 -3.6801 -2.5501
H 0.2618 -5.3656 -3.7812
H 2.2263 -6.4597 -2.7405
H 2.8858 -5.8505 -0.4290
H 1.5683 -4.2081 0.8326
H 0.7306 1.7874 4.1814
H 2.8144 2.9894 4.6559
H 4.7288 2.8386 3.0874
H 4.5304 1.4978 1.0285
H 2.2172 2.8616 -0.2579
H 2.5584 4.4600 -2.0963
H 3.1756 3.6484 -4.3531
H 3.3978 1.2171 -4.7591
H 3.0261 -0.3836 -2.9366
H 2.6574 -2.2771 1.5511
H 4.5283 -3.8217 1.9893
H 6.6437 -3.5922 0.7135
H 6.8634 -1.8051 -0.9831
H 4.9912 -0.2817 -1.4331
C -5.3915 -2.6936 -6.2986
C -4.1313 -2.1672 -5.6628
C -3.8732 -2.3775 -4.3122
C -2.7014 -1.9206 -3.7260
C -1.7709 -1.2365 -4.4992
C -2.0178 -0.9995 -5.8494
C -3.1936 -1.4677 -6.4181
S -0.2226 -0.7138 -3.8136
O 0.2389 0.3332 -4.6897
O 0.6014 -1.8776 -3.6207
N -0.5874 -0.1904 -2.3506
C -1.2448 0.9882 -2.1166
C -1.9074 1.8671 -2.9951
C -2.4972 2.9878 -2.4650
C -2.4306 3.2483 -1.0922
C -1.7602 2.3491 -0.3008
N -1.1897 1.2407 -0.7960
H -6.1250 -2.9803 -5.5453
H -5.1782 -3.5741 -6.9084
H -5.8469 -1.9485 -6.9517
H -4.6009 -2.9015 -3.7027
H -2.5308 -2.0618 -2.6643
H -1.2920 -0.4505 -6.4344
H -3.3908 -1.2796 -7.4686
H -1.9245 1.6705 -4.0580
H -3.0104 3.6804 -3.1231
H -2.8833 4.1268 -0.6562
H -1.6680 2.5008 0.7650
```

The following is a quantum chemistry calculation of a molecular structure, C49H42N7OS2Sc in a non-equilibrium geometry, from OMol25.

Calculated values
HOMO (alpha / beta): -6.1 / -6.1 eV
ΔE to the lowest compared entry with this formula, charge and spin: 117.8 kcal/mol

Structure (XYZ):
```
102
C49H42N7OS2Sc, DFT ωB97M-V/def2-TZVPD
Sc 0.1191 -0.0199 0.7965
C -0.9896 2.8072 4.2251
C -1.3007 1.9064 5.2395
C -1.0325 0.5631 5.0522
C -0.4711 0.1331 3.8453
C -0.1908 1.0007 2.7820
C -0.4621 2.3542 3.0255
C -0.1264 -1.2946 3.6658
C 0.2182 -2.1026 4.7849
C 0.6063 -3.3880 4.5989
C 0.6295 -3.9320 3.2931
C 1.0210 -5.2641 3.0186
C 1.0171 -5.7359 1.7376
C 0.6040 -4.8931 0.6812
C 0.2273 -3.6051 0.9250
C 0.2529 -3.0875 2.2351
N -0.0852 -1.7699 2.4318
H -1.1735 3.8662 4.3663
H -1.7502 2.2499 6.1630
H -1.2870 -0.1486 5.8293
H -0.2644 3.0872 2.2521
H 0.2074 -1.6602 5.7700
H 0.9085 -4.0060 5.4371
H 1.3201 -5.9007 3.8433
H 1.3224 -6.7530 1.5290
H 0.5908 -5.2742 -0.3330
H -0.0922 -2.9419 0.1379
C -5.7865 1.9525 -2.2827
C -5.4926 1.0214 -1.1145
N -4.3826 1.5194 -0.2959
C -4.6589 2.6674 0.5731
C -5.9535 2.5258 1.3592
C -3.1184 1.1393 -0.5548
S -1.7919 1.9724 0.1077
N -2.9963 0.1449 -1.4750
C -2.0641 -0.7507 -1.4040
O -1.3071 -0.9819 -0.3930
C -1.8445 -1.5823 -2.6373
C -1.0694 -2.7365 -2.5971
C -0.8501 -3.4804 -3.7498
C -1.3985 -3.0701 -4.9554
C -2.1696 -1.9147 -5.0037
C -2.3955 -1.1791 -3.8522
H -6.5712 1.5317 -2.9131
H -4.8897 2.0849 -2.8902
H -6.1175 2.9356 -1.9425
H -5.2291 0.0350 -1.4771
H -6.3656 0.9146 -0.4746
H -4.6729 3.5859 -0.0228
H -3.8205 2.7559 1.2572
H -6.8440 2.6349 0.7388
H -5.9878 3.3053 2.1206
H -5.9981 1.5589 1.8636
H -0.6421 -3.0633 -1.6622
H -0.2545 -4.3842 -3.7003
H -1.2289 -3.6476 -5.8558
H -2.5966 -1.5877 -5.9433
H -2.9956 -0.2794 -3.8755
N 2.4460 -2.1127 -2.7402
C 2.1623 -1.0323 -3.4946
C 1.7794 -1.1478 -4.8602
C 1.4239 -0.0505 -5.5690
C 1.4197 1.2558 -4.9631
C 1.8379 1.4302 -3.6956
C 2.2640 0.3048 -2.8855
N 1.3711 -1.0134 -1.0437
C 2.2089 -2.0833 -1.3647
C 3.1401 -2.5234 -0.3711
C 4.2350 -3.3361 -0.5089
S 4.9772 -3.5948 1.0124
C 3.8169 -2.5717 1.7338
N 2.9290 -2.0741 0.9311
H 2.6399 -2.9885 -3.2072
H 1.7423 -2.1340 -5.3101
H 1.1184 -0.1581 -6.6021
H 1.0857 2.1070 -5.5421
H 1.8514 2.4113 -3.2379
H 4.6292 -3.7854 -1.4062
H 3.8427 -2.3602 2.7943
N 3.2499 1.8569 2.4833
C 2.5739 3.0477 2.2320
C 2.4082 3.9804 3.2580
C 1.8035 5.2006 3.0202
C 1.3586 5.5262 1.7437
C 1.5346 4.6060 0.7204
C 2.1145 3.3618 0.9449
C 2.3424 2.4092 -0.1819
C 3.5421 2.6499 -0.9777
C 4.1119 1.6549 -1.6733
C 3.4446 0.3707 -1.8699
C 2.0426 0.2899 -1.3161
C 1.6185 1.2760 -0.3166
H 3.1170 1.1433 1.7814
H 3.1362 1.5053 3.4208
H 2.7675 3.7352 4.2516
H 1.6902 5.9067 3.8340
H 0.8863 6.4799 1.5483
H 1.1800 4.8346 -0.2794
H 4.0655 3.5908 -0.8496
H 5.1050 1.7706 -2.0899
H 4.0844 -0.5017 -1.9517
H 0.5763 -1.0562 -1.6822
```

The following is a quantum chemistry calculation of a molecular structure, C49H44AlCl2N4OP2Se, from OMol25.

Calculated values
HOMO: -15.4 eV
Net charge: +3
ΔE to the lowest compared entry with this formula, charge and spin: 16.5 kcal/mol

Structure (XYZ):
```
104
C49H44AlCl2N4OP2Se, DFT ωB97M-V/def2-TZVPD
Al -0.7546 0.2206 -0.7139
C 3.8549 -1.4058 4.1897
C 3.4799 -0.0516 3.5633
C 4.3084 1.0716 4.2109
C 2.0021 0.2157 3.7961
C 1.5045 0.4255 5.0797
C 0.1579 0.6472 5.3282
C -0.7372 0.6620 4.2759
C -0.2707 0.4635 2.9779
P -1.4591 0.3185 1.6414
C -2.5824 1.7263 1.8071
C -2.0695 2.9315 2.2941
C -2.8863 4.0477 2.3894
C -4.2207 3.9690 2.0133
C -4.7353 2.7757 1.5253
C -3.9193 1.6615 1.4098
C -2.3182 -1.2321 2.0237
C -1.5824 -2.4045 1.8307
C -2.1274 -3.6334 2.1615
C -3.4110 -3.7024 2.6913
C -4.1289 -2.5387 2.9223
C -3.5841 -1.3026 2.6001
C 1.0812 0.2343 2.7607
O 1.4238 -0.0020 1.4464
C 2.7572 -0.0474 1.1152
C 3.0263 -0.0314 -0.2480
C 4.3534 -0.0767 -0.6797
C 5.3742 -0.1669 0.2449
C 5.0723 -0.1696 1.5991
C 3.7658 -0.0908 2.0698
P 1.7376 0.1753 -1.4991
C 2.3954 1.6266 -2.3849
C 2.5178 1.7055 -3.7698
C 3.0136 2.8616 -4.3592
C 3.3952 3.9400 -3.5729
C 3.3027 3.8563 -2.1876
C 2.8114 2.7042 -1.5957
C 1.9117 -1.2658 -2.6026
C 2.7414 -2.3324 -2.2624
C 2.8924 -3.4095 -3.1295
C 2.2112 -3.4381 -4.3359
C 1.3516 -2.3960 -4.6668
C 1.1948 -1.3240 -3.8036
H 3.6679 -1.3961 5.2634
H 4.9136 -1.6170 4.0390
H 3.2758 -2.2184 3.7484
H 4.1271 1.1184 5.2833
H 4.0616 2.0416 3.7779
H 5.3746 0.8965 4.0779
H 2.1900 0.4056 5.9167
H -0.1890 0.7987 6.3405
H -1.7925 0.8234 4.4593
H -1.0399 2.9960 2.6250
H -2.4851 4.9733 2.7794
H -4.8621 4.8343 2.1129
H -5.7778 2.7085 1.2424
H -4.3385 0.7387 1.0285
H -0.5632 -2.3499 1.4623
H -1.5467 -4.5381 2.0352
H -3.8380 -4.6613 2.9524
H -5.1113 -2.5887 3.3721
H -4.1432 -0.4062 2.8261
H 4.5817 -0.0348 -1.7377
H 6.4031 -0.2162 -0.0825
H 5.8841 -0.2246 2.3123
H 2.2502 0.8701 -4.4006
H 3.1160 2.9122 -5.4347
H 3.7865 4.8357 -4.0361
H 3.6298 4.6821 -1.5701
H 2.7724 2.6378 -0.5145
H 3.2990 -2.3223 -1.3358
H 3.5688 -4.2124 -2.8660
H 2.3579 -4.2598 -5.0249
H 0.8200 -2.4082 -5.6097
H 0.5273 -0.5211 -4.0877
Cl -0.8250 1.6321 -3.3572
C -0.3840 3.1165 -2.5107
Cl -0.4008 2.8195 -0.7307
H -1.1318 3.8744 -2.7159
H 0.6209 3.4167 -2.7872
C -1.0966 -4.4239 -3.1226
N -0.4155 -3.9555 -1.8989
C 0.3328 -4.9416 -1.0946
C -0.5686 -2.7575 -1.4804
N -0.7029 -1.6665 -1.0909
H -1.8773 -5.1330 -2.8519
H -0.3578 -4.9066 -3.7583
H -1.5267 -3.5764 -3.6502
H -0.3534 -5.7078 -0.7377
H 0.8069 -4.4435 -0.2524
H 1.0973 -5.3886 -1.7263
Se -3.4981 -1.4366 -1.2127
N -2.6941 0.2191 -1.2752
C -3.6525 1.0975 -1.6292
C -3.5702 2.5129 -1.7135
C -4.6567 3.2205 -2.1246
C -5.9039 2.6114 -2.4696
C -6.0591 1.2760 -2.3490
C -4.9419 0.4941 -1.9136
N -5.0229 -0.8078 -1.7421
H -2.6929 3.0348 -1.3811
H -4.5866 4.3001 -2.1706
H -6.7217 3.2361 -2.8002
H -6.9884 0.7671 -2.5636
```

> Look up the ΔE to the lowest compared entry with this formula, charge and spin of the first one.

6.4 kcal/mol

> Among the records above, which one has the lowest ΔE to the lowest compared entry with this formula, charge and spin?

C49H42N2NiO2P2SSi